{
  "formula": "C4H8N4",
  "method": "the ωB97M-V functional and the def2-TZVPD basis",
  "elements": ["H", "N", "C", "N", "C", "N", "H", "N", "C", "C", "H", "H", "H", "H", "H", "H"],
  "positions_angstrom": [[-1.8887, 2.1876, 0.5229], [-1.0989, 1.6481, 0.2463], [-1.2473, 0.3136, 0.1128], [-2.5447, -0.3065, -0.0940], [0.0351, -0.5619, -0.0369], [-0.3754, -1.7361, 0.1843], [0.4629, -2.4648, 0.1761], [1.1483, -0.1020, -0.6289], [2.3669, -0.3907, 0.3741], [1.8572, 1.0854, -0.1664], [-2.4260, -1.2165, -0.8323], [-3.3133, 0.3572, -0.4334], [1.9923, -0.7736, 1.5188], [3.1488, -0.7267, -0.2960], [2.5880, 1.5226, -0.9175], [1.4588, 1.9110, 0.6072]],
  "atomic_forces_ev_per_a": [[-1.240, 0.038, -0.299], [1.490, -4.512, 0.498], [-1.266, 4.881, -1.536], [1.088, -1.791, -2.700], [-5.399, 0.624, -0.492], [3.393, -3.398, 0.817], [-1.975, 1.764, -0.305], [3.077, 0.488, 2.058], [-3.074, 2.503, -0.177], [1.349, -0.148, 2.238], [-0.494, 3.382, 3.038], [1.953, -1.157, 0.691], [1.530, 1.087, -3.760], [0.370, -0.614, 1.085], [-1.305, -0.665, 0.799], [0.504, -2.482, -1.954]],
  "lowdin_charge": [0.012, 0.088, -0.354, 0.014, -0.496, 0.107, 0.111, -0.048, -0.033, -0.142, 0.164, 0.100, 0.175, 0.068, 0.103, 0.131],
  "gap_ev": 9.687
}

{
  "formula": "C9H13BrSi",
  "method": "the ωB97M-V functional and the def2-TZVPD basis",
  "elements": ["C", "C", "C", "C", "C", "C", "C", "C", "C", "Si", "Br", "H", "H", "H", "H", "H", "H", "H", "H", "H", "H", "H", "H", "H"],
  "positions_angstrom": [[0.7131, 1.6659, 4.2762], [1.6134, 1.0054, 3.4357], [-0.4402, 2.1846, 3.7196], [1.2742, 0.8652, 2.0513], [-0.7002, 2.1246, 2.3690], [0.1231, 1.3978, 1.5864], [-0.9897, -0.9340, -3.1988], [0.0607, -1.9121, -1.0960], [-0.0331, -0.6805, -2.0399], [-0.5678, 0.9687, -1.1922], [-0.0153, 2.7102, -2.3607], [0.9234, 1.6575, 5.3726], [2.5750, 0.4639, 3.8755], [-1.1755, 2.7381, 4.3839], [1.8766, 0.0771, 1.6476], [-1.5174, 2.6981, 1.9110], [-1.2314, -0.0936, -3.7991], [-0.5430, -1.5537, -3.9475], [-2.0741, -1.1803, -2.8814], [0.8512, -1.7759, -0.3830], [0.4324, -2.5902, -1.8403], [-0.9527, -1.9573, -0.5464], [1.0056, -0.5409, -2.5362], [-1.9126, 1.4427, -0.7461]],
  "atomic_forces_ev_per_a": [[1.113, -0.921, 0.678], [0.818, -0.745, 0.241], [-1.340, 1.617, 1.747], [1.447, -1.295, 2.950], [-1.186, 1.095, -0.242], [0.231, -1.008, -4.298], [-2.173, 0.076, 0.687], [-1.296, 2.207, -0.158], [0.966, 1.047, -0.093], [0.577, 0.267, 3.209], [0.523, 0.532, -0.581], [-0.404, 0.316, -1.040], [-2.187, 1.322, -1.069], [0.988, -0.738, -0.836], [0.217, 0.137, -1.299], [0.056, -0.445, 0.453], [0.278, 1.579, -0.371], [-0.077, -1.263, -0.103], [1.874, -0.561, -0.273], [0.244, 0.133, 0.553], [-0.708, -1.662, 0.334], [1.646, -1.015, -1.080], [-1.507, 0.256, 1.046], [-0.101, -0.931, -0.453]],
  "lowdin_charge": [-0.129, -0.100, -0.126, -0.165, -0.170, -0.137, -0.175, -0.119, -0.587, 0.348, 0.317, 0.109, 0.135, 0.121, 0.073, 0.101, 0.036, 0.070, 0.117, 0.050, 0.067, 0.114, 0.129, -0.079],
  "gap_ev": 7.951
}

{
  "formula": "C32H26GeN3OPd",
  "method": "the ωB97M-V functional and the def2-TZVPD basis",
  "elements": ["Pd", "C", "C", "C", "C", "N", "C", "C", "C", "C", "C", "C", "N", "C", "C", "C", "C", "C", "N", "H", "H", "H", "H", "H", "H", "H", "H", "H", "H", "H", "C", "Ge", "C", "C", "C", "C", "C", "C", "C", "C", "C", "C", "C", "C", "C", "C", "C", "C", "H", "H", "H", "H", "H", "H", "H", "H", "H", "H", "H", "H", "H", "H", "H", "O"],
  "positions_angstrom": [[-0.1869, -0.1854, -0.0601], [4.3599, -0.6477, 0.0291], [5.0040, 0.5808, 0.0312], [4.2459, 1.7406, -0.0176], [2.8547, 1.6401, -0.0711], [2.2491, 0.4532, -0.0756], [2.9698, -0.6565, -0.0230], [1.9495, 2.8380, -0.1198], [2.4549, 4.1493, -0.1446], [1.5058, 5.1893, -0.1902], [0.1672, 4.9046, -0.2110], [-0.2617, 3.5404, -0.1843], [0.6699, 2.5466, -0.1380], [-1.6287, 3.1307, -0.1928], [-2.7128, 4.0522, -0.2379], [-4.0051, 3.5932, -0.2296], [-4.2577, 2.2177, -0.1774], [-3.1479, 1.3748, -0.1350], [-1.8912, 1.7792, -0.1454], [4.9132, -1.5776, 0.0684], [6.0867, 0.6381, 0.0723], [4.7297, 2.7072, -0.0116], [2.3939, -1.5836, -0.0199], [3.5131, 4.3654, -0.1317], [1.8363, 6.2236, -0.2090], [-0.5524, 5.7124, -0.2438], [-2.5256, 5.1176, -0.2748], [-4.8271, 4.3029, -0.2604], [-5.2609, 1.8138, -0.1569], [-3.2889, 0.2998, -0.0804], [-2.5175, -2.0842, -1.7125], [-1.5355, -2.2885, 0.0111], [-1.8572, -4.2922, 0.3900], [-1.8002, -4.7965, 1.6904], [-1.9337, -6.1539, 1.9542], [-2.1329, -7.0520, 0.9103], [-2.1874, -6.5763, -0.3918], [-2.0476, -5.2121, -0.6402], [-2.6518, -1.6481, 1.6044], [-2.0657, -0.7597, 2.4702], [-2.7607, -0.2129, 3.5697], [-4.0625, -0.5490, 3.8090], [-4.7195, -1.4689, 2.9594], [-6.0717, -1.8389, 3.1826], [-6.7025, -2.7332, 2.3685], [-6.0017, -3.3074, 1.2836], [-4.7013, -2.9649, 1.0435], [-4.0078, -2.0296, 1.8613], [-3.4417, -2.6686, -1.7500], [-1.8653, -2.4094, -2.5253], [-2.7433, -1.0292, -1.8641], [-1.6552, -4.1128, 2.5221], [-1.8868, -6.5157, 2.9771], [-2.2444, -8.1129, 1.1105], [-2.3399, -7.2693, -1.2147], [-2.0857, -4.8573, -1.6664], [-1.0492, -0.4303, 2.2664], [-2.2558, 0.5004, 4.2128], [-4.6085, -0.1149, 4.6409], [-6.5998, -1.3935, 4.0205], [-7.7356, -3.0070, 2.5530], [-6.4976, -4.0256, 0.6409], [-4.1724, -3.4223, 0.2212], [0.2279, -2.3323, 0.1476]],
  "atomic_forces_ev_per_a": [[-0.406, 0.210, -0.103], [0.002, 0.102, 0.000], [-0.058, -0.004, -0.008], [0.064, -0.023, 0.010], [-0.068, -0.002, 0.011], [0.188, 0.082, 0.020], [0.123, -0.258, -0.013], [-0.020, -0.064, -0.028], [0.023, 0.041, -0.002], [-0.050, -0.055, -0.006], [0.071, 0.072, -0.001], [-0.222, -0.084, 0.015], [0.250, 0.072, 0.005], [0.106, -0.190, 0.013], [-0.069, -0.020, 0.008], [-0.015, 0.125, -0.012], [0.029, -0.071, 0.010], [-0.092, 0.075, -0.005], [0.245, -0.193, -0.009], [-0.006, -0.008, 0.004], [0.002, 0.009, 0.001], [-0.008, 0.012, 0.000], [-0.106, 0.069, 0.013], [0.004, -0.005, 0.000], [0.001, 0.003, -0.001], [0.009, -0.002, 0.000], [0.017, -0.010, -0.002], [0.004, -0.001, -0.001], [0.008, -0.016, 0.003], [-0.001, 0.022, 0.004], [-0.039, -0.039, 0.031], [0.470, -0.214, 0.593], [0.048, 0.206, -0.234], [-0.007, -0.138, 0.001], [-0.006, 0.013, -0.010], [-0.002, -0.040, 0.035], [-0.006, 0.049, -0.064], [0.006, -0.160, 0.087], [-0.100, -0.136, -0.224], [-0.001, 0.053, 0.038], [-0.013, 0.010, 0.031], [0.039, 0.018, 0.011], [-0.032, -0.031, -0.020], [0.020, 0.017, 0.014], [-0.017, -0.039, -0.028], [-0.019, 0.018, 0.031], [-0.030, 0.061, -0.008], [-0.006, 0.050, 0.086], [-0.017, 0.003, -0.021], [0.057, 0.000, 0.007], [0.000, -0.015, -0.019], [0.014, 0.036, -0.030], [-0.006, -0.006, -0.007], [0.003, 0.007, 0.010], [0.006, 0.004, 0.004], [-0.015, -0.015, -0.010], [0.019, -0.038, -0.030], [-0.005, -0.006, 0.007], [-0.018, -0.004, -0.004], [0.016, 0.011, 0.004], [-0.001, 0.002, -0.003], [0.001, -0.006, 0.000], [0.012, 0.013, -0.025], [-0.398, 0.425, -0.178]],
  "lowdin_charge": [0.330, -0.087, -0.110, -0.044, -0.207, 0.073, -0.133, -0.260, -0.086, -0.142, -0.068, -0.242, 0.119, -0.239, -0.070, -0.145, -0.116, -0.182, 0.067, 0.086, 0.087, 0.083, 0.075, 0.060, 0.080, 0.073, 0.074, 0.081, 0.073, 0.070, -0.238, 0.623, -0.255, -0.113, -0.120, -0.145, -0.130, -0.127, -0.217, -0.129, -0.086, -0.070, -0.182, -0.070, -0.123, -0.100, -0.036, -0.166, -0.006, 0.003, -0.017, 0.098, 0.083, 0.077, 0.080, 0.083, 0.064, 0.093, 0.093, 0.096, 0.083, 0.089, 0.076, -0.611],
  "gap_ev": [3.888, 4.722],
  "charge": -2,
  "spin_multiplicity": 2
}

{
  "formula": "C14H28GeNRu",
  "method": "the ωB97M-V functional and the def2-TZVPD basis",
  "elements": ["Ru", "C", "C", "C", "C", "C", "C", "H", "H", "H", "H", "H", "H", "C", "C", "C", "C", "Ge", "C", "C", "C", "C", "H", "H", "H", "H", "H", "H", "H", "H", "H", "H", "H", "H", "H", "H", "H", "H", "H", "H", "H", "N", "H", "H", "H"],
  "positions_angstrom": [[0.6419, -0.2994, 1.8297], [-0.8994, -0.9387, 3.3566], [-1.6077, -0.5060, 2.1945], [-1.3741, 0.7705, 1.6805], [-0.4095, 1.6340, 2.2935], [0.2856, 1.2060, 3.4409], [0.0342, -0.0919, 3.9739], [-1.0558, -1.9428, 3.7410], [-2.3149, -1.1729, 1.7143], [-1.9334, 1.1090, 0.8173], [-0.2321, 2.6319, 1.9067], [1.0213, 1.8558, 3.9029], [0.5818, -0.4385, 4.8442], [-1.0867, -3.8813, 0.6807], [-0.4143, -2.7909, -0.1540], [0.8540, -2.2618, 0.4951], [1.5235, -1.0477, -0.0990], [0.9363, 0.8927, -0.5298], [-0.5700, 1.4366, -1.6502], [-0.1080, 1.7783, -3.0908], [-1.0819, 2.6969, -3.8263], [-0.7977, 2.9727, -5.2390], [-1.9720, -4.2635, 0.1726], [-1.3908, -3.5021, 1.6609], [-0.4046, -4.7183, 0.8315], [-1.1000, -1.9537, -0.3603], [-0.1257, -3.2109, -1.1217], [1.6101, -3.0592, 0.5966], [0.7053, -2.1115, 1.6652], [1.3127, -1.0286, -1.2043], [2.6027, -0.9943, -0.0076], [2.2602, 1.6099, -0.7855], [-0.9926, 2.3155, -1.1500], [-1.3289, 0.6519, -1.6413], [-0.0076, 0.8560, -3.6691], [0.8800, 2.2556, -3.0963], [-1.2451, 3.6678, -3.3011], [-2.1416, 2.3399, -3.7613], [0.0358, 2.5094, -5.7536], [-0.9169, 4.0821, -5.5477], [-1.7418, 3.0306, -5.9026], [2.7018, -0.4917, 2.4219], [3.0665, -1.4437, 2.3282], [2.8341, -0.2674, 3.4099], [3.3652, 0.1137, 1.9328]],
  "atomic_forces_ev_per_a": [[-0.007, -0.436, -0.889], [-0.084, 0.131, -0.050], [0.035, 0.074, 0.136], [-0.050, -0.024, 0.067], [0.032, 0.101, 0.182], [-0.151, 0.007, -0.071], [-0.036, 0.159, 0.035], [0.045, 0.036, -0.012], [0.042, 0.014, -0.001], [0.012, -0.027, 0.011], [-0.020, -0.009, 0.034], [0.000, -0.029, -0.020], [-0.003, 0.008, -0.020], [0.069, 0.155, -0.071], [-0.241, 0.126, 0.038], [0.585, 0.013, -0.325], [-0.137, -0.100, -0.199], [0.066, 0.001, 0.740], [0.015, -0.120, -0.108], [0.068, -0.038, -0.067], [0.095, 0.056, -0.286], [0.173, -0.307, 0.587], [0.054, 0.033, 0.051], [-0.036, -0.086, 0.000], [-0.044, -0.029, 0.040], [0.064, -0.154, 0.027], [0.044, 0.030, -0.003], [-0.113, 0.185, 0.114], [-0.118, -0.108, 0.212], [-0.187, -0.114, 0.032], [0.075, -0.079, 0.017], [0.016, 0.009, 0.057], [0.044, 0.029, 0.026], [-0.026, 0.050, 0.001], [0.054, -0.005, 0.047], [-0.100, 0.011, 0.006], [-0.053, 0.047, -0.042], [-0.039, 0.025, -0.032], [0.052, -0.038, -0.048], [-0.185, 0.126, -0.134], [-0.126, 0.194, -0.140], [0.130, 0.076, 0.022], [0.017, 0.073, 0.015], [0.004, -0.014, -0.022], [-0.034, -0.050, 0.042]],
  "lowdin_charge": [1.004, -0.041, -0.058, -0.106, -0.107, -0.073, -0.066, 0.160, 0.150, 0.129, 0.144, 0.160, 0.162, -0.049, -0.237, -0.269, -0.339, 1.177, -0.309, -0.237, -0.176, 0.118, 0.109, 0.068, 0.106, 0.105, 0.143, 0.173, 0.110, 0.117, 0.081, 0.023, 0.089, 0.088, 0.137, 0.125, 0.189, 0.197, 0.140, 0.243, 0.240, 0.059, 0.112, 0.105, 0.106],
  "gap_ev": [8.752, 6.446],
  "charge": 4,
  "spin_multiplicity": 2
}

{
  "formula": "C2H10O2S2",
  "method": "the ωB97M-V functional and the def2-TZVPD basis",
  "elements": ["C", "C", "S", "S", "H", "H", "H", "H", "H", "H", "O", "H", "H", "O", "H", "H"],
  "positions_angstrom": [[-0.4835, -3.0002, 0.9925], [-1.2008, -3.3260, -0.2913], [-0.7172, -2.4219, -1.7860], [-1.2221, -0.4632, -1.3631], [0.3983, -3.6298, 1.1679], [-1.1430, -3.0863, 1.8620], [-0.0785, -1.9768, 1.0232], [-2.2949, -3.2377, -0.1906], [-1.1051, -4.3583, -0.6474], [-2.5371, -0.7164, -1.3157], [1.9893, 3.9865, 3.5133], [1.9689, 4.6837, 2.8373], [2.4220, 3.2229, 3.1181], [2.3377, 5.5613, 0.9285], [2.5704, 5.4995, -0.0024], [2.3894, 6.4965, 1.1485]],
  "atomic_forces_ev_per_a": [[0.826, 0.274, 0.676], [-0.948, -0.170, -0.537], [0.168, 0.145, -0.032], [0.011, -0.437, 0.166], [-0.297, -0.078, -0.139], [0.068, -0.136, -0.166], [-0.403, -0.159, -0.259], [0.338, 0.314, 0.064], [0.389, -0.027, 0.321], [-0.149, 0.276, -0.094], [-0.104, 0.255, 0.102], [0.153, -0.600, 0.013], [-0.042, 0.255, -0.148], [-0.024, 0.069, 0.102], [-0.013, -0.009, 0.023], [0.029, 0.029, -0.092]],
  "lowdin_charge": [-0.181, -0.645, 0.396, 0.303, 0.073, 0.073, 0.054, 0.066, 0.061, -0.199, -0.074, -0.003, 0.030, -0.047, 0.046, 0.047],
  "gap_ev": 9.275
}

{
  "formula": "C4H6N2O",
  "method": "the ωB97M-V functional and the def2-TZVPD basis",
  "elements": ["N", "N", "C", "C", "C", "C", "O", "H", "H", "H", "H", "H", "H"],
  "positions_angstrom": [[-2.2271, -0.4298, 0.1398], [-0.8096, -0.3075, -0.0700], [0.1836, -1.2634, -0.0815], [1.3639, -0.6512, 0.0681], [1.3480, 0.8487, 0.0475], [-0.1823, 0.9738, -0.0282], [-0.8311, 1.9657, -0.0484], [-2.3310, 0.2043, 0.8057], [-2.7205, -0.4272, -0.8869], [-0.2098, -2.3760, 0.0736], [2.3698, -1.0354, -0.2225], [1.9344, 1.3815, -0.7722], [2.1116, 1.1165, 0.9749]],
  "atomic_forces_ev_per_a": [[2.226, -4.674, -6.678], [0.043, 1.737, -0.377], [-1.099, -2.616, 1.809], [3.349, -1.335, -2.328], [1.457, -0.740, 1.211], [-0.200, -0.032, 0.525], [-1.036, 1.836, 0.025], [-2.179, 3.883, 2.893], [1.231, 0.919, 3.903], [1.457, 2.518, -0.800], [-1.093, -0.594, 0.892], [-1.268, -0.956, 0.521], [-2.890, 0.054, -1.594]],
  "lowdin_charge": [0.099, -0.151, -0.103, -0.173, -0.093, -0.435, 0.089, 0.010, 0.175, 0.164, 0.106, 0.135, 0.177],
  "gap_ev": 9.108
}

Number 1: DFT total energy -10233.5668 eV. Number 2: DFT total energy -87460.9203 eV. Number 3: DFT total energy -100118.4015 eV. Number 4: DFT total energy -75511.9285 eV. Number 5: DFT total energy -28001.5802 eV. Number 6: DFT total energy -9269.6598 eV.